Entry 1:
Density functional theory data (wB97M-V/def2-TZVPD) for a structure of composition C11H21Cl4CoO4P2.

Geometry (Å):
C (-4.4037, 3.0085, 0.0339)
C (-3.3108, 2.0090, -0.3184)
H (-4.9100, 2.6029, 0.9030)
H (-5.1450, 3.1782, -0.7543)
H (-3.9646, 3.9134, 0.4043)
O (-2.9924, 1.0039, 0.3160)
Cl (-2.4263, 2.4246, -1.7169)
Co (0.7861, -0.7835, 0.3997)
P (-0.9993, -1.4561, -1.0832)
C (-1.3158, -3.1459, -0.4777)
C (-2.6484, -1.1928, -1.8552)
H (-2.8312, -2.0915, -2.4572)
H (-0.7709, -2.1976, -3.3708)
H (-2.6513, -0.3282, -2.5166)
H (0.2640, -0.7650, -2.9934)
H (-1.9224, -3.0467, 0.4390)
H (-3.4252, -1.0831, -1.0965)
C (-0.0930, -1.7465, -2.6281)
H (-1.8810, -3.6771, -1.2526)
H (0.7592, -2.4141, -2.4067)
H (-0.3437, -3.6103, -0.2719)
P (0.9749, 1.3121, 1.2052)
C (1.5791, 1.2378, 2.9303)
C (2.3717, 2.0326, 0.2720)
H (-0.3187, 3.1745, 0.3091)
H (0.4593, 3.5790, 1.8732)
H (-1.0216, 2.5670, 1.8386)
C (-0.0854, 2.7973, 1.3148)
H (2.0296, 2.1889, -0.7629)
H (2.6635, 2.9957, 0.7143)
H (1.8898, 2.2453, 3.2512)
H (2.4242, 0.5433, 2.9879)
H (3.2152, 1.3243, 0.2662)
H (0.7631, 0.8827, 3.5739)
C (0.4581, -1.6162, 1.9041)
O (0.1735, -2.2682, 2.8308)
Cl (5.0609, -3.5914, -0.5379)
C (4.4236, -1.9767, -0.1615)
Cl (4.5204, -1.5715, 1.5745)
Cl (5.3024, -0.7665, -1.1453)
C (2.8412, -1.9531, -0.4828)
O (2.1487, -2.9587, -0.2818)
O (2.3521, -0.7804, -0.7701)

Properties
Net charge = +2
LUMO level (alpha / beta) = -7.14 / -12.29 eV
Spin multiplicity = 5
HOMO level (alpha / beta) = -16.04 / -16.11 eV


Entry 2:
Density functional theory data (wB97M-V/def2-TZVPD) for a structure of composition C41H87CaN2O10.

Geometry (Å):
Ca (1.6084, 2.4804, -0.3599)
O (-0.8849, -0.8230, 0.4216)
C (-0.1587, 0.2304, 0.0820)
O (0.7951, 0.1356, -0.6769)
O (-0.3525, 1.3243, 0.5869)
H (-0.6529, -1.4548, -0.2629)
C (-0.0208, 3.5596, 5.6635)
C (-0.8276, 2.5153, 4.8710)
C (0.1848, 2.0694, 3.8029)
O (1.3902, 2.0565, 4.5173)
C (1.4205, 3.1254, 5.4908)
H (-0.2745, 3.7222, 6.7110)
H (-0.0906, 4.5258, 5.1638)
H (-1.6662, 3.0346, 4.4071)
H (-1.1574, 1.6249, 5.4065)
H (0.2795, 2.7866, 2.9876)
H (-0.0028, 1.0487, 3.4695)
H (2.0091, 3.9479, 5.0843)
H (1.8390, 2.7826, 6.4371)
C (-2.7840, -1.7126, -4.9771)
C (-1.8336, -0.6557, -4.4572)
C (-2.6484, 0.0425, -3.3724)
O (-4.0348, -0.2890, -3.6088)
C (-4.1660, -1.1148, -4.7656)
H (-2.6746, -2.6509, -4.4332)
H (-2.6915, -1.8913, -6.0484)
H (-1.6978, 0.1030, -5.2280)
H (-0.8797, -1.1182, -4.2036)
H (-2.4672, 1.1149, -3.4446)
H (-2.2245, -0.2416, -2.4092)
H (-4.6021, -0.4531, -5.5140)
H (-4.9124, -1.8588, -4.4874)
C (-3.5732, -4.4607, -1.8907)
C (-4.3132, -3.2417, -1.4485)
C (-3.2245, -2.4510, -0.6777)
O (-2.0145, -2.7597, -1.3331)
C (-2.0419, -4.1052, -1.8348)
H (-3.8630, -4.6491, -2.9245)
H (-3.8400, -5.2989, -1.2471)
H (-5.1410, -3.4604, -0.7740)
H (-4.7059, -2.5920, -2.2307)
H (-3.1291, -2.6440, 0.3908)
H (-3.3726, -1.3716, -0.7093)
H (-1.4579, -4.7244, -1.1539)
H (-1.6169, -4.2116, -2.8328)
C (-3.3066, -1.4112, 3.8878)
C (-3.6141, -1.7011, 5.3445)
C (-2.2009, -1.8404, 5.9352)
O (-1.4091, -2.3646, 4.8423)
C (-1.8395, -1.7621, 3.6245)
H (-3.5187, -0.3559, 3.7160)
H (-3.8642, -2.0258, 3.1811)
H (-4.2344, -2.5603, 5.5994)
H (-4.1055, -0.8542, 5.8235)
H (-2.3174, -2.6123, 6.6960)
H (-1.7968, -0.9183, 6.3530)
H (-1.7218, -2.4027, 2.7505)
H (-1.2083, -0.8969, 3.4213)
C (1.8440, -3.5012, -2.1084)
C (2.6390, -4.5374, -2.7898)
C (3.1319, -3.8426, -4.0234)
O (2.4941, -2.5754, -4.1275)
C (1.4053, -2.6157, -3.2247)
H (2.4097, -2.8722, -1.4211)
H (1.1058, -3.9245, -1.4271)
H (1.9087, -5.3214, -2.9899)
H (3.4486, -4.8388, -2.1251)
H (2.9327, -4.4595, -4.8996)
H (4.1833, -3.6185, -3.8429)
H (0.5525, -3.0617, -3.7365)
H (1.1682, -1.5948, -2.9249)
C (5.6366, 1.2251, -2.2525)
C (4.6907, 0.2817, -3.0356)
C (3.6077, 0.0103, -2.0674)
O (3.3724, 1.2819, -1.4956)
C (4.6738, 1.8923, -1.2778)
H (6.2122, 1.9450, -2.8343)
H (6.3680, 0.7122, -1.6280)
H (5.1867, -0.5915, -3.4593)
H (4.3475, 0.9207, -3.8493)
H (3.7139, -0.7932, -1.3386)
H (2.7450, -0.2059, -2.6976)
H (5.0352, 1.8078, -0.2529)
H (4.6311, 2.9579, -1.5031)
C (-4.0205, 1.8866, -0.0880)
C (-5.3248, 1.2838, -0.5291)
C (-5.7652, 0.4306, 0.6600)
O (-5.0990, 0.9998, 1.7355)
C (-3.7868, 1.3522, 1.3256)
H (-4.0914, 2.9741, -0.1117)
H (-3.1877, 1.5629, -0.7123)
H (-5.2455, 0.7399, -1.4704)
H (-6.0574, 2.0847, -0.6283)
H (-5.5666, -0.6408, 0.6330)
H (-6.8163, 0.5002, 0.9402)
H (-3.0282, 0.5723, 1.3912)
H (-3.4594, 2.1551, 1.9861)
C (2.2021, -2.4538, 1.5623)
C (2.2731, -1.0047, 2.0102)
N (3.0748, -0.7985, 3.2886)
C (4.4863, -1.2496, 3.1416)
C (5.1110, -0.4519, 1.9903)
C (2.5074, -1.4642, 4.4586)
C (3.0299, -0.8808, 5.7355)
H (1.6526, -3.0492, 2.2914)
H (3.1798, -2.8931, 1.3642)
H (1.5626, -2.5057, 0.6811)
H (2.6913, -0.3792, 1.2215)
H (1.3151, -0.5430, 2.2493)
H (5.0533, -0.9129, 4.0095)
H (4.6285, -2.3224, 3.0111)
H (6.1965, -0.3887, 2.0657)
H (4.8673, -0.9147, 1.0340)
H (4.6923, 0.5537, 1.9522)
H (2.6941, -2.5380, 4.4692)
H (1.4211, -1.3785, 4.4360)
H (4.0926, -0.6396, 5.7618)
H (2.8859, -1.6286, 6.5153)
H (2.5732, 0.0549, 6.0579)
C (-0.9920, 4.7162, -0.4924)
C (-0.8566, 3.9140, -1.7976)
N (0.5547, 3.5725, -2.1534)
C (0.6269, 2.5393, -3.1885)
C (0.1985, 2.8947, -4.6135)
C (1.2879, 4.8063, -2.4607)
C (2.8022, 4.6284, -2.7083)
H (-0.5083, 5.6913, -0.5496)
H (-0.4448, 4.2441, 0.3235)
H (-2.0170, 4.8937, -0.1667)
H (-1.3815, 2.9709, -1.6450)
H (-1.3606, 4.4525, -2.6001)
H (1.6335, 2.1220, -3.2172)
H (0.0071, 1.7234, -2.8166)
H (0.0419, 2.0212, -5.2464)
H (-0.7199, 3.4812, -4.6387)
H (0.9598, 3.5242, -5.0743)
H (1.1835, 5.6518, -1.7808)
H (0.9514, 5.3044, -3.3700)
H (3.2058, 5.4671, -3.2756)
H (3.0472, 3.7454, -3.2985)
H (3.2043, 4.5518, -1.6981)

Properties
Net charge = +1
ΔE to the lowest compared entry with this formula, charge and spin = 241.0 kJ/mol
LUMO level = -3.45 eV
HOMO level = -10.11 eV


Entry 3:
Density functional theory data (wB97M-V/def2-TZVPD) for the ion C5H13N2 with charge +1.

Geometry (Å):
C (-2.5362, 0.2637, 1.0225)
C (-1.3254, -0.2595, 0.2437)
C (-0.2383, 0.8049, -0.0289)
C (0.8794, 0.3182, -0.8872)
C (2.2761, 0.3399, -0.2457)
N (2.7558, -0.5967, 0.7818)
N (-1.7514, -0.7473, -1.0788)
H (-2.2546, 0.6911, 1.9946)
H (-3.0454, 1.0335, 0.4416)
H (-3.2989, -0.5546, 1.1716)
H (-0.8177, -1.0698, 0.7984)
H (-0.7914, 1.6480, -0.5756)
H (0.1047, 1.1463, 0.9460)
H (0.9423, 0.7285, -1.9543)
H (2.9811, 0.2761, -1.1130)
H (2.3691, -0.5884, 1.7042)
H (2.9932, -1.5402, 0.4650)
H (-2.0873, -1.7017, -1.0078)
H (2.4156, 1.3161, 0.1969)
H (-0.8747, -0.7803, -1.6147)

Properties
Net charge = +1
ΔE to the lowest compared entry with this formula, charge and spin = 501.6 kJ/mol
LUMO level = -7.74 eV
HOMO level = -14.04 eV